(1)
57
Properties=species:S:1:pos:R:3:nbo_charge:R:1 method="wB97M-V/def2-TZVPD" orbital_gap_ha=0.3612 total_energy_ha=-1174.54644 lumo_ev=0.73 de_lowest_kcal_mol=5.7 e_homo_ev=-9.10
O -1.8376 -3.1827 -1.2563 -0.61
O -2.2611 -2.8616 0.9186 -0.52
O -1.3723 2.5307 -2.5210 -0.64
O -1.6280 4.4168 1.6123 -0.53
N -1.9229 0.9003 -1.0793 -0.45
C -2.3175 0.3602 0.1992 -0.20
C 4.1511 0.4352 -0.8740 -0.16
C -0.6021 -1.4749 -0.0592 -0.12
C 0.6055 -2.1983 0.5836 -0.38
C -1.1969 3.5922 0.5569 -0.05
C 5.2110 -1.2310 0.4728 -0.21
C -1.6410 -2.5827 -0.2320 0.82
C 6.3337 0.8417 0.0326 -0.22
C -0.2727 -0.8782 -1.4314 -0.42
C 6.3118 -0.4074 0.6286 -0.20
C -3.2248 -3.9166 0.8985 -0.07
C -4.5781 -3.4224 0.4087 -0.64
C -2.3054 3.2527 -0.4537 -0.53
C 4.1200 -0.8212 -0.2822 -0.03
C 1.8981 -1.3785 0.6932 -0.40
C 2.9073 -1.6978 -0.4181 -0.42
C -1.8243 2.2006 -1.4392 0.69
C 5.2499 1.2614 -0.7196 -0.22
C -1.8866 5.7505 1.2469 -0.25
C -1.1397 -0.3681 0.8554 -0.42
C -1.4740 -0.1254 -2.0010 -0.23
H 2.3745 -1.5923 1.6522 0.21
H -0.3555 4.0578 0.0231 0.17
H -2.2970 -0.8230 -2.1866 0.20
H -2.0582 6.2928 2.1750 0.20
H -3.1361 -0.3525 0.0346 0.19
H 7.1551 -0.7416 1.2155 0.21
H 0.5595 -0.1818 -1.3355 0.21
H 0.8119 -3.1007 0.0026 0.21
H -4.9215 -2.5922 1.0220 0.21
H -2.8577 -4.7189 0.2505 0.20
H -3.2060 2.9402 0.0747 0.22
H -4.5020 -3.0948 -0.6254 0.22
H -1.2061 0.3667 -2.9371 0.25
H 5.1996 -2.2068 0.9380 0.21
H -0.8385 2.6831 1.0465 0.18
H 0.2910 -2.5165 1.5800 0.22
H -3.2828 -4.2666 1.9311 0.19
H 3.3105 0.7670 -1.4674 0.20
H 2.4469 -1.5414 -1.3937 0.21
H -2.6754 1.1439 0.8634 0.22
H 5.2611 2.2343 -1.1888 0.21
H 7.1928 1.4852 0.1525 0.21
H 1.6819 -0.3098 0.6800 0.20
H 3.1979 -2.7476 -0.3430 0.21
H 0.0024 -1.6760 -2.1213 0.24
H -2.5392 4.1408 -1.0430 0.24
H -0.3425 0.3506 1.0526 0.21
H -1.0301 6.1887 0.7213 0.17
H -5.3029 -4.2290 0.4670 0.22
H -2.7748 5.8369 0.6121 0.17
H -1.4619 -0.7920 1.8065 0.23



(2)
100
Properties=species:S:1:pos:R:3:lowdin_charge:R:1 method="wB97M-V/def2-TZVPD" orbital_gap_ha=0.3820 total_energy_ha=-2550.44773 lumo_ev=-2.01 total_charge=+1 e_homo_ev=-12.41
P 1.8745 1.1110 -3.3068 1.12
Si 4.8082 -3.0392 -1.7531 0.42
F 1.0120 3.3692 -1.7910 -0.07
O -0.7436 1.4600 -3.4048 -0.21
O 4.3340 -2.0134 -3.0056 -0.22
N -7.1585 0.2362 2.5478 0.14
N -8.0471 3.2318 6.3990 0.14
N 8.1029 -6.8124 4.9676 0.14
N 1.9634 1.7379 -6.7613 0.17
N 6.2181 -5.6871 1.4479 0.14
N -3.5650 2.6149 5.2373 0.12
N -4.3182 4.7684 0.2690 0.13
N -9.7208 -1.2781 0.1793 0.13
N -0.2645 0.5227 3.5509 0.13
C -7.9070 3.3861 7.5273 -0.26
C 7.1696 -5.2489 1.9182 -0.29
C -9.2683 -2.0480 0.8997 -0.29
C 5.3893 -4.6015 -2.5843 -0.15
C -3.8268 4.1017 1.0634 -0.28
C 2.0882 4.2236 -1.9824 -0.19
C 3.2688 3.4427 -2.5130 -0.21
C -8.6735 -2.9951 1.8277 -0.07
C 3.2827 0.4312 -8.5838 -0.05
C -7.5855 1.0330 1.8403 -0.25
C 2.9026 2.5579 -3.7109 -0.28
C -1.9909 1.2952 -4.0854 -0.21
C -4.5184 1.9751 5.2653 -0.27
C 3.3963 -3.4303 -0.5816 -0.15
C -5.7349 1.1863 5.3041 -0.07
C 0.3319 1.1617 -4.2556 -0.34
C -2.7505 2.8994 -2.2312 -0.10
C 0.5171 2.9798 3.2109 -0.08
C 8.3821 -4.7162 2.5154 -0.08
C 2.8143 -0.3594 -3.7331 -0.26
C 0.0804 1.6068 3.4065 -0.29
C 2.5528 1.1534 -7.5548 -0.23
C 3.8296 -0.7509 -2.6505 -0.33
C 7.1726 -7.4016 4.6447 -0.27
C 5.9910 -8.1438 4.2347 -0.07
C -3.1315 1.7867 -3.2021 -0.21
C 6.2368 -2.3474 -0.7713 -0.15
C -7.7253 3.5864 8.9560 -0.06
C -8.1470 2.0233 0.9390 -0.06
C -3.1838 3.2394 2.0407 -0.07
H 5.9882 -4.3415 -3.4591 0.04
H 8.2728 -4.6611 3.5963 0.06
H 4.2507 0.1051 -8.2074 0.09
H 2.4305 -3.0073 -0.8551 0.03
H 4.5515 -5.2229 -2.8938 0.04
H -8.4417 2.9139 1.4914 0.09
H 7.0698 -2.0237 -1.3943 0.04
H 0.6720 3.1872 2.1525 0.07
H -2.4273 3.7801 2.6044 0.06
H 2.3695 3.1319 -4.4688 0.09
H 4.6501 -0.0239 -2.6441 0.12
H -2.1966 2.5241 -1.3733 0.07
H -6.6825 3.8063 9.1778 0.09
H 4.0098 4.1703 -2.8490 0.13
H -3.9002 2.1809 -3.8702 0.11
H -0.2246 3.6840 3.5839 0.07
H 3.6592 -3.1310 0.4325 0.03
H -7.9394 -2.4875 2.4522 0.06
H 5.8073 -8.9717 4.9170 0.08
H 3.2906 -4.5153 -0.5643 0.04
H 2.1588 -1.2125 -3.9021 0.11
H 6.1242 -8.5411 3.2303 0.08
H -9.4375 -3.4300 2.4695 0.08
H -3.6653 3.3369 -1.8343 0.05
H 3.7911 2.1638 -4.2032 0.09
H 5.9584 -1.5692 -0.0604 0.03
H 3.3710 -0.7430 -1.6550 0.11
H -8.3356 4.4183 9.3022 0.09
H -8.1777 -3.7990 1.2867 0.08
H -3.6021 0.9530 -2.6820 0.11
H -2.7056 2.3905 1.5520 0.08
H 3.4454 1.0720 -9.4485 0.09
H 6.5938 -3.1926 -0.1755 0.01
H 1.6279 1.0763 -1.9381 0.08
H 6.0280 -5.1540 -1.8964 0.03
H -2.1208 0.2321 -4.3101 0.12
H 1.4552 3.1727 3.7284 0.08
H -6.0220 0.8859 4.2932 0.02
H -1.9616 1.8553 -5.0248 0.13
H 3.7553 2.8551 -1.7328 0.11
H 0.4314 1.9264 -5.0253 0.07
H -2.2063 3.7046 -2.7197 0.08
H -6.5543 1.7741 5.7257 0.03
H -5.5973 0.2888 5.9061 0.09
H -3.9009 2.8505 2.7576 0.05
H 3.3723 -0.1336 -4.6420 0.10
H 5.1185 -7.4935 4.2319 0.08
H 0.1668 0.2013 -4.7574 0.11
H 9.2283 -5.3659 2.3006 0.09
H 8.6051 -3.7211 2.1327 0.08
H 2.3317 4.6734 -1.0222 0.12
H 1.7902 5.0102 -2.6722 0.13
H -7.4161 2.3093 0.1846 0.08
H 2.7206 -0.4447 -8.9026 0.09
H -9.0227 1.6108 0.4394 0.07
H -8.0158 2.6925 9.5048 0.08



(3)
25
Properties=species:S:1:pos:R:3:nbo_charge:R:1 method="wB97M-V/def2-TZVPD" orbital_gap_ha=0.3256 total_energy_ha=-890.84076 lumo_ev=-0.99 de_lowest_kcal_mol=49.5 e_homo_ev=-9.85
F -1.0698 -0.7768 -4.3413 -0.30
F -2.7554 0.5940 -3.8065 -0.30
F -0.7473 1.4537 -3.8731 -0.32
O 2.4890 0.7851 -1.3410 -0.23
O 0.0738 -0.1598 -1.7266 -0.50
O -2.1710 -0.3473 -1.3409 -0.53
N 2.0456 -0.0735 -0.5446 0.13
C -1.4516 0.2902 -3.5600 0.91
C 0.5902 1.1473 1.8706 -0.40
C -1.2304 -0.0728 -2.0703 0.71
C 0.6225 -1.3542 1.9186 -0.40
C 0.0937 1.1262 0.4153 -0.45
C 0.5603 -0.1161 -0.3569 0.32
C 0.1272 -0.0947 2.6238 -0.40
C 0.2007 -1.4090 0.4075 -0.44
H -0.9641 -0.1290 2.6775 0.20
H 0.6503 -2.2863 -0.1029 0.23
H 0.2290 2.0304 2.4067 0.22
H 0.4929 2.0315 -0.0505 0.23
H -0.8870 -1.5079 0.3907 0.24
H 0.2381 -2.1874 2.4901 0.22
H -1.0057 1.2286 0.3934 0.24
H 0.4659 -0.0313 3.6693 0.22
H 1.6960 1.2037 1.8707 0.20
H 1.7070 -1.3447 1.9804 0.21



(4)
15
Properties=species:S:1:pos:R:3:nbo_charge:R:1 method="wB97M-V/def2-TZVPD" orbital_gap_ha=0.3805 total_energy_ha=-345.67270 lumo_ev=0.42 de_lowest_kcal_mol=83.0 e_homo_ev=-9.94
O 2.7172 -0.6864 0.6344 -0.52
O -0.7406 -1.8692 -0.6107 -0.54
C -1.4505 1.1204 0.3638 -0.08
C -2.2479 0.1753 -0.5221 -0.53
C -1.0626 -0.7786 -0.2126 0.58
C 2.1374 -1.3032 -0.2275 0.28
C -0.4689 0.2593 0.6756 -0.33
H 1.9274 1.9771 -0.5839 -0.03
H -2.3646 0.4495 -1.5757 0.22
H 0.4264 0.3079 1.2845 0.24
H 2.3310 1.4750 -0.2081 0.02
H -3.2121 -0.1502 -0.1181 0.22
H 1.8565 -0.8349 -1.1914 0.11
H 1.8351 -2.3557 -0.0972 0.13
H -1.6214 2.1567 0.6357 0.22



(5)
68
Properties=species:S:1:pos:R:3:nbo_charge:R:1 method="wB97M-V/def2-TZVPD" orbital_gap_ha=0.2384 total_energy_ha=-5397.70189 lumo_ev=-3.75 total_charge=+1 e_homo_ev=-10.23
Br -0.6972 -2.2611 -4.9538 0.07
S -1.7289 2.0601 2.4859 1.21
S 1.8711 3.8123 5.5898 1.25
S 2.2539 -5.5615 1.4867 1.23
S -4.4956 1.1029 -4.7615 1.25
O 0.3702 -3.2436 -2.4648 -0.52
O 0.7858 3.2187 4.7414 -1.02
O 2.2330 -4.2219 2.1611 -1.00
O -2.8142 1.4665 1.6375 -1.01
O -3.1799 0.6274 -4.2204 -1.03
O 3.7221 -2.5133 -1.3792 -0.56
N -0.3446 2.6756 -1.6833 -0.49
N 2.2244 -0.9985 -0.1684 -0.94
C -1.0098 -1.1728 -1.8978 -0.51
C -0.3974 -2.2419 -2.9775 0.45
C 3.6015 -6.5191 2.2216 -0.83
C 0.1374 2.5095 -3.1400 -0.24
C 3.0408 -5.3455 -0.1280 -0.83
C 2.6726 -0.7066 -2.9360 -0.52
C 2.8802 -1.4535 -1.4550 0.69
C -5.8006 0.2301 -3.8623 -0.82
C 1.0764 4.6472 6.9841 -0.83
C -0.7927 0.4064 -2.2748 -0.34
C -1.0068 0.7187 3.4618 -0.83
C -4.7688 0.2653 -6.3416 -0.82
C 2.5932 2.4709 6.5657 -0.83
C -2.5236 2.8951 3.8802 -0.82
C 1.9824 0.7812 -2.7825 -0.45
C 0.4210 0.8667 -3.2750 -0.22
C -0.8658 1.5429 -1.0706 0.29
H -0.3011 3.5809 -1.1251 0.45
H -1.7600 0.6823 -2.9053 0.35
H 2.1584 -1.4032 -3.7284 0.26
H -4.6521 -0.8141 -6.2175 0.24
H -3.0758 3.7578 3.4999 0.24
H 2.3867 -4.7344 -0.7545 0.25
H 3.3055 2.8844 7.2838 0.24
H 3.7844 -0.5345 -3.3353 0.27
H 0.3835 3.9650 7.4826 0.23
H 0.5242 5.5099 6.6038 0.24
H 3.3449 -6.7400 3.2602 0.24
H 2.6822 1.5255 -3.4004 0.23
H 3.1826 -6.3213 -0.5982 0.23
H 1.1749 3.0769 -3.1308 0.23
H -0.5373 3.0132 -3.9638 0.26
H 0.2406 0.7141 -4.4295 0.27
H -6.7699 0.4607 -4.3108 0.24
H -3.2165 2.2129 4.3788 0.24
H 1.8058 1.9244 7.0902 0.23
H -1.7942 0.1723 3.9864 0.24
H -0.2945 1.1322 4.1799 0.27
H 3.1162 1.7912 5.8890 0.24
H -5.7936 0.5689 -2.8238 0.25
H -1.2693 1.3725 0.0146 0.31
H 4.0033 -4.8419 -0.0103 0.24
H 2.0489 1.1722 -1.6616 0.24
H -0.6472 -1.3330 -0.7886 0.26
H -4.0304 0.6290 -7.0601 0.25
H 3.7249 -7.4561 1.6731 0.23
H 1.8390 4.9884 7.6879 0.24
H -0.4838 0.0390 2.7852 0.23
H 4.5290 -5.9424 2.1928 0.23
H -5.6195 -0.8469 -3.8928 0.24
H 2.9256 -1.0943 0.6206 0.42
H -1.7610 3.2363 4.5840 0.26
H -5.7722 0.4948 -6.7076 0.24
H -2.1882 -1.3552 -1.8771 0.27
H 1.3662 -1.5457 0.0654 0.40



(6)
13
Properties=species:S:1:pos:R:3:nbo_charge:R:1 method="wB97M-V/def2-TZVPD" orbital_gap_ha=0.3550 total_energy_ha=-307.22945 lumo_ev=-0.04 de_lowest_kcal_mol=146.8 e_homo_ev=-9.70
O 0.4749 -2.6137 -2.6008 -0.49
C 0.1934 1.1673 0.6519 0.03
C 0.4271 -1.4339 -2.2441 0.32
C -0.0564 -1.1870 -0.9352 -0.15
C -0.2271 0.7660 1.9807 -0.71
C 0.5324 1.5600 -0.4158 -0.26
C -0.5106 -2.0045 -0.1664 -0.07
H 0.8663 1.5973 -1.4804 0.25
H -0.7019 -2.1587 0.8878 0.22
H 0.5277 -0.6761 -3.0549 0.15
H 0.5950 0.2101 2.4079 0.24
H -0.4616 1.5114 2.7071 0.25
H -1.0554 0.1782 2.1993 0.24



(7)
18
Properties=species:S:1:pos:R:3:nbo_charge:R:1 method="wB97M-V/def2-TZVPD" orbital_gap_ha="0.2905 / 0.2905" total_energy_ha=-595.55402 lumo_ev="0.41 / 0.41" de_lowest_kcal_mol=205.8 e_homo_ev="-7.49 / -7.49"
S 1.1479 -0.6206 -0.4692 1.02
C 1.1801 0.3582 0.9749 -0.64
C -0.1439 -1.0644 -1.9110 -0.76
C -0.6101 0.5749 1.9524 -0.31
C -1.6623 1.4986 1.3344 -0.62
C 2.7291 -1.1133 -0.8065 -0.97
H -1.1434 -0.7458 -1.5513 0.22
H -0.8258 -0.4177 1.9844 0.18
H 0.2435 -0.3418 -2.7486 0.22
H -2.2210 0.9925 0.5981 0.21
H -2.4513 1.7577 2.2434 0.20
H 1.6949 1.3364 0.6952 0.18
H 2.7759 -1.5783 -1.7151 0.19
H -1.3698 2.4443 1.0706 0.22
H -0.1061 -2.0271 -2.1900 0.21
H 3.3956 -0.2008 -0.8937 0.21
H -0.2354 0.7846 2.9352 0.21
H 0.6658 -1.7488 0.2080 0.03



(8)
16
Properties=species:S:1:pos:R:3:nbo_charge:R:1 method="wB97M-V/def2-TZVPD" orbital_gap_ha=0.2831 total_energy_ha=-437.78866 lumo_ev=3.46 de_lowest_kcal_mol=10.6 total_charge=-1 e_homo_ev=-4.25
O 3.2017 0.8380 1.9392 -0.76
O 0.9788 0.5131 2.0988 -0.84
O -0.2655 -0.3371 -1.7872 -0.65
N -0.9587 0.7199 0.0960 -0.81
C -2.5504 0.3276 -1.6755 -0.70
C -1.1489 0.1888 -1.1260 0.66
C 2.2542 -1.0998 0.9001 -0.74
C 2.1543 0.2155 1.7089 0.77
H -1.7898 1.0593 0.5524 0.37
H 3.2175 -1.1110 0.3798 0.20
H 1.4256 -1.1955 0.2047 0.22
H -3.2833 0.5470 -0.8938 0.19
H 2.2752 -1.9636 1.5669 0.20
H -0.0640 0.7281 0.5990 0.46
H -2.5637 1.1500 -2.3875 0.22
H -2.8831 -0.5802 -2.1757 0.22



(9)
14
Properties=species:S:1:pos:R:3:nbo_charge:R:1 method="wB97M-V/def2-TZVPD" orbital_gap_ha="0.2763 / 0.2456" total_energy_ha=-1189.52187 lumo_ev="-0.83 / -1.47" de_lowest_kcal_mol=128.9 e_homo_ev="-8.35 / -8.15"
Cl 0.4234 0.1837 -2.7626 0.06
Cl 3.4136 -0.9240 -2.2752 -0.34
O 1.8293 1.2082 0.1807 -0.40
C 1.4845 0.2808 -0.4423 0.66
C -1.6877 -1.0853 0.3310 -0.54
C -0.7647 1.0531 1.5090 -0.75
C 1.3987 -0.5631 -1.4743 -0.31
C -1.0300 -0.0569 0.6863 0.17
H 1.1053 -1.5090 -1.3165 0.25
H -0.6437 0.6562 2.5746 0.25
H -2.6547 -1.0667 0.7641 0.22
H -1.6444 1.8641 1.5627 0.24
H -1.3740 -1.6087 -0.5812 0.23
H 0.1444 1.5675 1.2438 0.26